Formula: C22H49IN2O9PS
Source: OMol25
Level of theory: wB97M-V/def2-TZVPD

XYZ file:
```
85
Properties=species:S:1:pos:R:3
C 3.57795 2.76378 -0.01008
C 2.60583 1.41717 -0.16797
C 2.30322 1.02358 -1.73657
C 0.76525 0.40883 -1.87369
C 0.68975 -1.05800 -2.59019
C 0.26581 -1.05629 -4.17374
C 1.68387 -1.20193 -5.04966
C 2.62456 0.13745 -4.99877
C 3.09789 0.51731 -6.55386
N 3.02450 2.03604 -6.63672
C -0.50969 -2.51799 -4.42610
O -1.40477 -2.72507 -5.40811
O -0.20481 -3.72539 -3.58774
N -0.58569 0.11233 -4.61219
S -0.59866 0.35505 -6.33718
P -2.21167 0.11088 -3.88627
O -2.59311 1.65567 -3.11982
I -3.88629 -0.12159 -5.73818
H 3.05645 3.53896 0.73270
H 3.85327 3.24976 -1.04797
H 4.53780 2.38316 0.58687
H 3.02377 0.47734 0.39260
H 1.58690 1.72076 0.37212
H 2.27103 2.05919 -2.32941
H 3.10833 0.33074 -2.23209
H 0.06216 1.23056 -2.31761
H 0.40336 0.24970 -0.74686
H 1.75058 -1.57743 -2.41916
H -0.06613 -1.71121 -1.93658
H 1.49541 -1.62969 -6.13733
H 2.29359 -2.05859 -4.48471
H 3.64272 -0.05047 -4.40679
H 2.00811 1.02694 -4.54849
H 2.26519 0.11035 -7.29053
H 4.15262 0.07232 -6.80142
H 3.14006 2.27842 -7.66370
H 2.02084 2.25853 -6.36074
H -0.64827 -0.84930 -7.05583
H -1.79358 2.23336 -3.37747
C 2.85728 -0.48595 3.53711
O 2.56713 0.85052 3.91713
C 1.28918 1.00855 4.52711
C 1.37511 1.70156 5.89670
O 2.11377 1.02678 6.91884
C 3.52273 0.86599 6.71460
C 4.35271 2.15153 6.59579
O 4.03166 2.90202 5.43653
C 3.76328 4.26737 5.68850
H 2.56049 -0.64501 2.49782
H 3.93965 -0.63380 3.61518
H 2.37375 -1.22302 4.18708
H 0.76304 0.05287 4.62971
H 0.69564 1.64210 3.85912
H 0.35043 1.77756 6.28071
H 1.71206 2.73218 5.80595
H 3.70583 0.19533 5.87903
H 3.88083 0.32529 7.59887
H 5.41488 1.86760 6.50906
H 4.25364 2.74222 7.51603
H 3.32830 4.43632 6.68538
H 3.02501 4.61197 4.95545
H 4.67000 4.85918 5.57324
C -2.84890 -2.12407 -1.03912
O -3.57295 -1.65124 0.08647
C -4.47263 -0.58848 -0.21569
C -5.90767 -0.88537 0.24902
O -6.56151 -2.00988 -0.34572
C -6.01686 -3.30682 -0.07363
C -6.00588 -3.75528 1.39415
O -5.14552 -2.96596 2.19848
C -5.74967 -2.47178 3.37767
H -1.89369 -1.59849 -1.10867
H -2.64798 -3.19033 -0.89016
H -3.40892 -2.01921 -1.97448
H -4.47402 -0.34389 -1.28380
H -4.11314 0.29399 0.32458
H -6.51802 -0.01605 -0.02475
H -5.97656 -0.93934 1.33359
H -5.03332 -3.40242 -0.52641
H -6.65492 -4.00737 -0.62556
H -5.62272 -4.78867 1.43450
H -7.03309 -3.77967 1.78121
H -6.83044 -2.29993 3.25956
H -5.29625 -1.50243 3.61414
H -5.56990 -3.15169 4.20897
```

## Properties
- Orbital gap: 6.73 eV
- Charge: -1
- Strongest force on any atom: 7.78 eV/A
- E: -2691.24358 hartree
- Multiplicity: 1

Formula: C22H49N2OP3ReS
Source: OMol25
Level of theory: wB97M-V/def2-TZVPD

XYZ file:
```
79
Properties=species:S:1:pos:R:3
Re 0.35375 0.30013 -0.48798
P 1.99368 -0.65742 0.78047
P 1.74266 2.20303 -0.51797
P -0.83871 -1.93613 -0.23969
H 1.35509 2.10210 -3.67235
C 0.33003 1.88757 -3.97765
C -0.76438 2.48227 -3.50673
H -0.78965 3.42827 -2.94944
C 3.21582 -1.58501 -0.26574
C 3.20927 0.25345 1.86200
C 1.69090 -1.98475 2.04517
C 1.19475 3.65499 -1.48969
C 2.17783 3.19939 0.98598
C 3.38912 1.87888 -1.28514
C -2.50443 -2.07954 -1.01526
C -1.24715 -2.83443 1.32179
C 0.09403 -3.20882 -1.18058
H 0.26733 1.19473 -4.82561
H -1.75827 2.16836 -3.84041
H 4.17170 -1.66772 0.27266
H 3.38056 -1.05576 -1.21101
H 2.83511 -2.59152 -0.48547
H 3.90224 -0.46647 2.32255
H 2.69276 0.77394 2.67701
H 3.81072 0.97376 1.29849
H 1.59266 -2.96345 1.56066
H 0.79384 -1.77476 2.64046
H 2.54148 -2.03634 2.74134
H 1.80635 4.53728 -1.26341
H 0.15148 3.86662 -1.23898
H 1.25540 3.47061 -2.56153
H 2.72773 4.09387 0.66247
H 2.80709 2.67372 1.70499
H 1.26493 3.52502 1.49716
H 3.77570 2.83241 -1.66862
H 3.27250 1.18162 -2.12327
H 4.11483 1.45963 -0.57984
H -3.07390 -2.89539 -0.55133
H -2.40223 -2.27843 -2.08963
H -3.05846 -1.14289 -0.88925
H -2.15446 -3.43527 1.17299
H -1.45074 -2.11716 2.12568
H -0.44137 -3.51262 1.62021
H -0.62985 -3.85709 -1.69078
H 0.71577 -3.81494 -0.51018
H 0.73324 -2.74241 -1.93845
C -1.40526 -0.22070 -3.10062
C -0.54922 -1.05251 -3.87053
C -1.03998 -1.60628 -5.04830
C -2.36788 -1.39686 -5.45392
C -3.19035 -0.55480 -4.69450
C -2.74115 0.02028 -3.52868
O -1.01059 0.43768 -2.03268
H 1.07192 -0.03522 -2.00070
H 0.49152 -1.20200 -3.59336
H -0.37862 -2.22937 -5.64248
H -2.73182 -1.87907 -6.36463
H -4.21159 -0.36103 -5.01495
H -3.34749 0.70140 -2.93689
C -3.31364 -0.07769 1.96678
N -2.26426 -0.16198 2.98947
C -2.73784 -0.42390 4.34755
C -1.13263 0.56139 2.80976
S -0.83554 1.32220 1.25560
N -0.32956 0.82463 3.86270
C 0.09736 -0.22171 4.80472
C 0.45309 2.05801 3.90253
H -4.20793 -0.58150 2.34765
H -3.01143 -0.57245 1.03381
H -3.55858 0.97162 1.74761
H -2.31286 -1.35428 4.73750
H -2.47580 0.41305 4.99931
H -3.82282 -0.52831 4.30829
H -0.25091 -1.22260 4.51273
H 1.19559 -0.23372 4.83544
H -0.26355 0.02058 5.81564
H 0.72366 2.24142 4.94866
H -0.15494 2.88790 3.51733
H 1.36637 1.95254 3.30308
```

## Properties
- Orbital gap (spin up / spin down): 4.75 / 4.83 eV
- <S²>: 3.8766
- Charge: +4
- Strongest force on any atom: 6.51 eV/A
- E: -2551.27012 hartree
- ΔE to the lowest compared entry with this formula, charge and spin: 74.28 kcal per mole
- Multiplicity: 4

Formula: C22H49N2OP3SY
Source: OMol25
Level of theory: wB97M-V/def2-TZVPD

XYZ file:
```
79
Properties=species:S:1:pos:R:3
Y 0.36212 -0.09178 -0.06452
P -0.64500 -1.33442 2.28520
P 1.23311 1.88106 1.52845
P 2.87505 -1.16928 0.25584
H -3.58770 0.01365 -3.66448
C -2.48511 -0.02481 -3.77440
C -1.75401 -1.16226 -3.47340
H -2.04201 -1.95265 -2.71182
C -2.41269 -1.28167 2.77186
C 0.10476 -0.93346 3.90235
C -0.35318 -3.09796 2.16927
C 1.93285 3.20751 0.43624
C -0.17936 2.75636 2.38268
C 2.50620 1.74220 2.83897
C 3.03202 -2.87361 -0.48158
C 3.18824 -1.66477 2.01423
C 4.52801 -0.41503 -0.14492
H -2.09512 0.91878 -4.21524
H -0.78710 -1.38874 -4.04151
H -3.00614 -1.88665 2.07251
H -2.81458 -0.25036 2.78639
H -2.50554 -1.72372 3.77371
H 0.20472 0.15510 4.03812
H 1.09253 -1.40465 3.97706
H -0.57429 -1.34060 4.66250
H -0.77597 -3.48869 1.24364
H -0.84887 -3.56889 3.01429
H 0.71210 -3.32126 2.17768
H 2.54050 3.84181 1.11172
H 1.11707 3.78941 -0.03988
H 2.55829 2.75809 -0.36386
H 0.16738 3.07546 3.39063
H -1.06726 2.08842 2.49554
H -0.48504 3.63619 1.77526
H 2.45318 2.71596 3.34792
H 3.48755 1.55857 2.36626
H 2.25397 0.91415 3.52205
H 4.10629 -3.09116 -0.62145
H 2.50654 -2.90817 -1.45194
H 2.56978 -3.60407 0.21038
H 4.20702 -2.10457 2.07580
H 2.47668 -2.40393 2.41764
H 3.14771 -0.79191 2.67996
H 5.19766 -1.22180 -0.49080
H 4.94109 0.00671 0.79472
H 4.44962 0.38913 -0.91054
C 2.26509 -0.41892 -3.81937
C 3.55600 0.04094 -4.14726
C 4.24531 -0.48515 -5.26207
C 3.70321 -1.58115 -5.95147
C 2.55641 -2.21321 -5.44470
C 1.86152 -1.65451 -4.35192
S 1.16245 0.68475 -2.59880
H 1.06181 -0.58124 -1.97498
H 4.01847 0.86792 -3.60241
H 5.20245 -0.06948 -5.58601
H 4.19974 -2.03983 -6.80773
H 2.20455 -3.14896 -5.87467
H 1.00735 -2.14948 -3.88288
C -3.78559 -1.04037 -0.23182
N -4.09773 0.22552 0.45441
C -5.27637 0.27939 1.30138
C -3.12685 1.16141 0.47949
O -1.90712 0.81165 0.26459
N -3.41563 2.47588 0.60181
C -4.70395 2.95162 1.03713
C -2.48181 3.51452 0.17287
H -4.77114 -1.48542 -0.42153
H -3.23667 -1.73121 0.43185
H -3.21656 -0.89058 -1.18230
H -5.13699 0.93453 2.18015
H -6.16518 0.56603 0.71207
H -5.40167 -0.72075 1.72732
H -4.70336 4.04186 1.01229
H -5.53446 2.59142 0.40640
H -4.86614 2.71929 2.09916
H -2.29134 4.20114 1.00795
H -1.55644 3.07038 -0.18444
H -2.90242 4.12435 -0.63304
```

## Properties
- Orbital gap: 6.79 eV
- Charge: +3
- Strongest force on any atom: 3.69 eV/A
- E: -2512.01609 hartree
- ΔE to the lowest compared entry with this formula, charge and spin: 52.62 kcal per mole
- Multiplicity: 1

Formula: C22H49NO4P2Re
Source: OMol25
Level of theory: wB97M-V/def2-TZVPD

XYZ file:
```
79
Properties=species:S:1:pos:R:3
Re 0.01466 -0.15323 -0.29789
C 1.96937 -0.23206 -0.08895
O 3.13251 -0.29345 0.05792
C -1.81281 0.17127 0.39893
O -2.95249 0.32044 0.64906
P -0.00222 2.04673 -1.14461
C -0.35431 2.15222 -2.97910
H -0.40023 3.23505 -3.18257
C -1.38954 3.15856 -0.51014
H -2.26720 2.49784 -0.62036
C 1.60034 3.02521 -0.98966
H 2.30951 2.34282 -1.49201
C 1.26649 -3.26278 0.97122
P -0.24054 -2.39697 0.19123
H -0.75732 -4.43240 -0.93801
H 2.05674 -3.06012 0.22797
C -1.57833 -3.15127 1.26942
H -1.29643 -4.21336 1.33247
C -1.24699 3.48946 0.97254
H -2.11282 4.09657 1.27455
H -0.34354 4.07286 1.18007
H -1.24725 2.59606 1.60961
C -1.67295 4.43687 -1.30579
H -0.81913 5.12301 -1.30917
H -2.50783 4.95331 -0.80944
H -1.97447 4.24390 -2.34196
C 1.63587 4.37540 -1.70420
H 1.26188 4.35165 -2.73262
H 2.68332 4.70651 -1.74892
H 1.08751 5.14221 -1.14442
C 2.06825 3.19419 0.46251
H 3.15712 3.36532 0.45789
H 1.87771 2.30585 1.08020
H 1.59794 4.06104 0.94750
C 0.79746 1.58701 -3.82457
H 1.55430 2.36006 -4.01607
H 0.39738 1.25699 -4.79512
H 1.29960 0.73441 -3.34478
C -1.70179 1.52693 -3.36100
H -1.71445 0.43407 -3.24208
H -1.87875 1.75067 -4.42334
H -2.53299 1.93154 -2.77375
C 1.07412 -4.77607 1.11454
H 0.72540 -5.27386 0.20326
H 0.38411 -5.01576 1.93460
H 2.04294 -5.22220 1.37963
C 1.71308 -2.68382 2.30973
H 1.07569 -3.00939 3.13769
C -1.64865 -3.04917 -2.29544
H 1.74735 -1.59114 2.29798
H 2.72504 -3.05065 2.53120
C 0.84234 -3.57970 -2.12232
H -2.09453 -2.07141 -2.07160
H -1.30851 -3.03741 -3.33278
H -2.43758 -3.81297 -2.26566
C -0.48639 -3.45435 -1.36644
H 0.63528 -3.78689 -3.17921
H 1.45079 -4.39804 -1.72047
H 1.44026 -2.65898 -2.07740
C -2.96730 -3.09483 0.63461
H -3.25856 -2.06323 0.39823
H -3.67746 -3.49396 1.37152
H -3.03240 -3.71129 -0.26821
C -1.60851 -2.58150 2.68827
H -1.63675 -1.48098 2.70143
H -0.76690 -2.91752 3.29969
H -2.51724 -2.95175 3.18282
H -0.17686 -1.17390 -1.86021
H -0.16990 -0.25047 -2.18839
N 2.37912 0.90889 3.97123
C 0.97286 1.40869 4.21106
C 0.12691 0.84600 3.08217
O -1.10832 0.76699 3.16071
O 0.88496 0.48613 2.09826
H 2.38951 -0.12089 3.91448
H 3.00933 1.20817 4.71734
H 2.73908 1.25905 3.06717
H 0.61728 1.06995 5.18709
H 0.95678 2.50791 4.19086
```

## Properties
- Orbital gap (spin up / spin down): 7.03 / 3.94 eV
- <S²>: 3.7834
- Charge: +4
- Strongest force on any atom: 8.38 eV/A
- E: -1982.61992 hartree
- ΔE to the lowest compared entry with this formula, charge and spin: 40.12 kcal per mole
- Multiplicity: 4

Formula: C22H50LaN3OP3
Source: OMol25
Level of theory: wB97M-V/def2-TZVPD

XYZ file:
```
80
Properties=species:S:1:pos:R:3
La 0.64076 -0.21165 -0.55104
P -1.76182 -1.38880 1.38257
P -0.54591 -2.62794 -2.06613
P -1.93271 1.17873 -1.24446
H 2.56401 4.38325 0.10964
C 1.55706 4.61631 0.48291
C 1.17160 4.23817 1.70818
H 1.87180 3.73969 2.39506
C -1.19125 -2.51869 2.71346
C -3.18833 -2.33290 0.72860
C -2.62701 -0.14009 2.42166
C 0.58082 -2.40132 -3.47624
C -0.20723 -4.32427 -1.58406
C -2.13618 -2.63718 -2.94460
C -1.90738 2.79546 -0.36370
C -3.71060 0.72726 -1.17404
C -1.86641 1.70937 -3.00094
H 0.92120 5.23529 -0.16212
H 0.16316 4.45047 2.09483
H -0.88673 -1.94550 3.60119
H -0.33667 -3.11215 2.36264
H -2.01320 -3.19567 2.98680
H -2.84599 -3.15884 0.09411
H -3.84179 -1.68411 0.13466
H -3.75210 -2.74136 1.57670
H -1.95170 0.19928 3.22209
H -3.52077 -0.60476 2.86868
H -2.92334 0.72494 1.81006
H 0.47952 -3.32405 -4.06571
H 1.62993 -2.30429 -3.17043
H 0.29524 -1.56377 -4.12569
H -0.37547 -4.95027 -2.47083
H -0.86357 -4.63774 -0.76712
H 0.83987 -4.40407 -1.26865
H -2.05291 -3.44101 -3.69084
H -2.29897 -1.69220 -3.48453
H -2.98233 -2.86518 -2.28441
H -2.53403 3.52849 -0.89154
H -0.88025 3.18398 -0.29970
H -2.28999 2.66912 0.65872
H -4.29939 1.45665 -1.74827
H -4.08522 0.69796 -0.14347
H -3.85018 -0.26236 -1.62983
H -2.76315 2.30033 -3.23502
H -1.85012 0.81820 -3.64435
H -0.96470 2.29979 -3.20550
C 2.00668 1.83686 -2.73341
C 2.17402 1.03443 -3.88984
C 1.95417 1.61694 -5.13746
C 1.77431 2.98837 -5.28651
C 1.68759 3.78226 -4.13763
C 1.83256 3.22917 -2.87174
O 1.91663 1.30809 -1.49087
H -0.81045 -2.07208 -0.57188
H 2.41769 -0.02916 -3.78049
H 1.92410 0.97005 -6.02274
H 1.70012 3.42213 -6.29170
H 1.51198 4.84202 -4.21749
H 1.78460 3.80886 -1.94242
C 0.84202 1.40622 4.39170
N 1.47430 0.11658 4.12034
C 1.47937 -0.80465 5.25802
C 1.67691 -0.28342 2.83414
N 1.10065 0.34876 1.79148
N 2.43710 -1.37483 2.57215
C 3.40946 -1.91339 3.51059
C 2.50238 -1.85342 1.19242
H -0.22156 1.42734 4.09831
H 0.91149 1.58284 5.47142
H 1.37751 2.20386 3.86632
H 1.06408 -1.79434 5.01727
H 2.48811 -0.92731 5.67175
H 0.85808 -0.36862 6.04961
H 0.60365 1.18785 2.10176
H 2.97782 -2.69797 4.14735
H 4.21774 -2.36852 2.93091
H 3.84313 -1.12666 4.13864
H 1.52906 -2.30777 0.90657
H 2.81245 -1.03648 0.50713
H 3.26469 -2.63659 1.13696
```

## Properties
- Orbital gap: 4.80 eV
- Charge: +3
- Strongest force on any atom: 3.03 eV/A
- E: -2162.46770 hartree
- ΔE to the lowest compared entry with this formula, charge and spin: 24.07 kcal per mole
- Multiplicity: 1

Formula: C22H50MoNPSi4
Source: OMol25
Level of theory: wB97M-V/def2-TZVPD

XYZ file:
```
79
Properties=species:S:1:pos:R:3
C -2.91739 0.19960 -3.91798
C -2.57252 -1.04071 -3.38759
C -1.72183 -1.18162 -2.27203
C -1.40376 0.00069 -1.55768
C -1.58542 1.23530 -2.21848
C -2.39309 1.35681 -3.34335
C -1.44506 -2.60673 -1.85708
C -0.07625 -3.38628 -1.86922
N 1.23534 -2.85852 -2.12737
Mo -1.24297 0.52600 0.60879
C -0.93900 2.46963 -1.64558
P 0.56363 1.89054 -0.72942
H -2.98482 -1.94311 -3.85078
H -2.62040 2.34911 -3.73245
H -3.58282 0.26294 -4.77303
H -1.61809 3.00261 -0.95852
H -0.58121 3.16669 -2.41276
H -1.87683 -2.74485 -0.85074
H -2.06903 -3.21043 -2.53339
H -0.00188 -3.85894 -0.87503
C 1.16275 3.37446 0.13704
C 1.78260 1.83964 -2.12027
H -0.19779 -4.20473 -2.58998
C 1.46185 -1.83046 -3.10772
C 2.19816 -2.89803 -1.02636
H 0.03951 1.12435 1.62721
H 1.90284 -2.25082 -4.02485
H 0.52457 -1.31975 -3.38021
H 2.17845 -1.09445 -2.71833
H 2.93402 -3.70781 -1.17132
H 2.74647 -1.94838 -0.97232
H 1.68308 -3.07845 -0.07221
H 2.00602 2.87905 -2.44592
H 2.72938 1.37368 -1.79112
H 1.40004 1.28170 -2.99350
H 1.27495 4.20889 -0.56488
H 0.46543 3.64732 0.93679
H 2.13914 3.14523 0.58632
H 0.44734 0.61875 1.17500
C 2.16224 -1.37253 3.36480
Si 0.41974 -0.79246 3.78006
C -0.11076 -1.63215 5.39425
C 0.40229 1.06552 4.16490
Si -0.88978 -1.45815 1.91776
Si -1.43918 -3.70208 2.36537
C -2.43503 -3.98275 3.95898
C -2.45644 -4.56217 1.01704
C 0.21891 -4.60670 2.49808
Si -3.02342 -0.37777 2.23099
C -3.50768 -0.39991 4.06305
C -3.03157 1.43897 1.65064
C -4.36107 -1.33494 1.28474
H 2.81923 -1.10405 4.20561
H 2.54569 -0.87689 2.46411
H 2.23374 -2.45656 3.21010
H 0.52414 -1.21531 6.19360
H -1.15734 -1.43196 5.66227
H 0.04124 -2.71998 5.38425
H 0.92495 1.67736 3.42340
H -0.61968 1.44436 4.27776
H 0.88524 1.20492 5.15394
H -3.43302 -3.52778 3.90892
H -2.58778 -5.06526 4.09739
H -1.93709 -3.60983 4.86149
H -1.87368 -4.74702 0.10696
H -2.79497 -5.54611 1.37972
H -3.35234 -3.99720 0.73578
H 0.77412 -4.57047 1.55154
H 0.86556 -4.19617 3.28408
H 0.04476 -5.66887 2.73047
H -2.79175 0.13583 4.69869
H -4.47745 0.11395 4.15181
H -3.63318 -1.41097 4.47007
H -2.87365 1.51024 0.52179
H -4.06297 1.73284 1.88218
H -2.31591 2.13292 2.12222
H -4.11801 -1.42012 0.21600
H -4.52619 -2.34438 1.68289
H -5.29959 -0.76734 1.37202
```

## Properties
- Orbital gap (spin up / spin down): 4.50 / 4.45 eV
- <S²>: 2.1033
- Charge: +2
- Strongest force on any atom: 4.51 eV/A
- E: -2489.82243 hartree
- Multiplicity: 3

> E of number 1 (C22H49IN2O9PS)?

-2691.24358 hartree

> Among the records above, which one has the highest strongest force on any atom?

C22H49NO4P2Re